ORCA calculation (ωB97M-V/def2-TZVPD) on a cluster of 2 separate species, C4H12S2 in total.

Calculated values
- Charge: 0
- Energy relative to the best compared isomer or geometry (same formula, charge and spin): 12.99 kcal per mole
- Calculated total energy: -955.9438 Eh
- SMILES string: CCS.CCS
- E_HOMO: -8.989 eV
- F_max: 0.035 hartree/bohr
- Kohn-Sham gap: 9.75 eV

Last column: Mulliken charge in e.
Element x y z (Å)
C1 -1.297 -1.227 0.983  -1.072
C2 -1.968 0.123 0.816  -0.344
S1 -3.006 0.088 -0.717  -0.235
H1 -0.362 -1.177 1.539  0.280
H2 -1.959 -1.927 1.486  0.321
H3 -1.012 -1.534 -0.026  0.335
H4 -1.202 0.888 0.674  0.219
H5 -2.537 0.519 1.655  0.402
H6 -3.627 1.238 -0.391  0.121
C3 1.776 1.272 1.195  -0.856
C4 2.072 0.940 -0.245  -0.418
S2 2.721 -0.704 -0.653  -0.271
H7 0.915 0.709 1.549  0.079
H8 2.615 1.183 1.882  0.379
H9 1.506 2.332 1.204  0.283
H10 2.759 1.673 -0.677  0.398
H11 1.215 0.983 -0.920  0.254
H12 2.236 -0.862 -1.921  0.125

---

ORCA calculation (ωB97M-V/def2-TZVPD) on a cluster of 2 separate species, C4H12S2 in total.

Calculated values
- Charge: 0
- Energy relative to the best compared isomer or geometry (same formula, charge and spin): 43.62 kcal per mole
- Calculated total energy: -955.8949 Eh
- SMILES string: CCS.CCS
- E_HOMO: -8.923 eV
- F_max: 0.074 hartree/bohr
- Kohn-Sham gap: 9.66 eV

Last column: Mulliken charge in e.
Element x y z (Å)
C1 -3.523 -1.294 -0.084  -0.852
C2 -2.928 -2.149 0.976  -0.382
S1 -1.230 -2.586 0.870  -0.288
H1 -4.040 -0.547 0.498  0.251
H2 -4.355 -1.687 -0.862  0.257
H3 -2.877 -0.751 -0.819  0.276
H4 -3.061 -1.731 1.968  0.344
H5 -3.416 -3.176 0.972  0.267
H6 -0.637 -2.378 2.153  0.124
C3 2.557 0.574 -0.295  -0.947
C4 1.992 1.571 -1.329  -0.241
S2 2.163 3.280 -0.613  -0.256
H7 1.939 -0.183 0.209  0.218
H8 3.038 0.956 0.542  0.342
H9 3.398 0.018 -0.774  0.272
H10 2.302 1.528 -2.394  0.364
H11 0.850 1.415 -1.279  0.143
H12 3.333 3.216 0.070  0.107

---

ORCA calculation (ωB97M-V/def2-TZVPD) on a cluster of 2 separate species, C4H12S2 in total.

Calculated values
- Charge: 0
- Energy relative to the best compared isomer or geometry (same formula, charge and spin): 17.73 kcal per mole
- Calculated total energy: -955.9362 Eh
- SMILES string: CSC.CSC
- E_HOMO: -8.499 eV
- F_max: 0.026 hartree/bohr
- Kohn-Sham gap: 9.36 eV

Last column: Mulliken charge in e.
Element x y z (Å)
C1 -0.265 2.878 3.282  -0.782
S1 -1.787 2.874 2.228  -0.075
C2 -1.452 4.416 1.298  -0.741
H1 0.559 2.505 2.650  0.271
H2 -0.444 2.150 4.091  0.272
H3 0.042 3.836 3.732  0.276
H4 -0.916 5.163 1.907  0.228
H5 -2.310 4.909 0.812  0.300
H6 -0.769 4.045 0.515  0.252
C3 -0.218 -3.346 -1.417  -0.765
S2 1.309 -4.351 -1.392  -0.068
C4 1.900 -3.961 -3.083  -0.695
H7 0.002 -2.328 -1.054  0.259
H8 -0.993 -3.790 -0.769  0.297
H9 -0.616 -3.276 -2.443  0.241
H10 1.003 -3.654 -3.646  0.196
H11 2.290 -4.895 -3.523  0.278
H12 2.667 -3.176 -3.188  0.258

---

ORCA calculation (ωB97M-V/def2-TZVPD) on a cluster of 2 separate species, C4H12S2 in total.

Calculated values
- Charge: 0
- Energy relative to the best compared isomer or geometry (same formula, charge and spin): 9.14 kcal per mole
- Calculated total energy: -955.9499 Eh
- SMILES string: CCS.CCS
- E_HOMO: -8.939 eV
- F_max: 0.014 hartree/bohr
- Kohn-Sham gap: 9.77 eV

Last column: Mulliken charge in e.
Element x y z (Å)
C1 2.715 0.508 -1.709  -1.034
C2 2.989 0.830 -0.253  -0.397
S1 1.677 1.919 0.411  -0.259
H1 3.438 -0.236 -2.048  0.303
H2 2.647 1.395 -2.336  0.327
H3 1.750 0.018 -1.763  0.265
H4 3.008 -0.061 0.357  0.313
H5 3.952 1.320 -0.112  0.350
H6 1.712 1.467 1.669  0.121
C3 -1.925 -0.080 0.323  -0.993
C4 -3.020 -1.117 0.403  -0.389
S2 -2.901 -2.049 1.964  -0.244
H7 -0.946 -0.468 0.035  0.256
H8 -1.849 0.416 1.287  0.313
H9 -2.162 0.663 -0.450  0.327
H10 -3.992 -0.642 0.341  0.340
H11 -2.886 -1.867 -0.369  0.288
H12 -4.207 -2.016 2.250  0.113

---

ORCA calculation (ωB97M-V/def2-TZVPD) on a cluster of 2 separate species, C4H12S2Si in total.

Calculated values
- Charge: 0
- Energy relative to the best compared isomer or geometry (same formula, charge and spin): 70.57 kcal per mole
- Calculated total energy: -1245.4208 Eh
- SMILES string: CC(C)(C)[SiH]=S.S
- E_HOMO: -9.169 eV
- F_max: 0.109 hartree/bohr
- Kohn-Sham gap: 8.67 eV

Last column: Mulliken charge in e.
Element x y z (Å)
C1 0.003 -1.288 1.637  -1.669
C2 0.610 -0.454 0.496  1.345
C3 -0.009 -1.022 -0.888  -1.506
C4 2.089 -0.845 0.407  -1.754
Si1 0.101 1.396 0.579  0.282
S1 -1.705 2.023 1.095  -0.386
H1 -1.037 -1.004 1.759  0.442
H2 0.060 -2.314 1.356  0.444
H3 0.491 -0.980 2.559  0.412
H4 0.697 -1.171 -1.669  0.372
H5 -0.875 -0.410 -1.179  0.395
H6 -0.501 -1.955 -0.732  0.359
H7 2.026 -1.823 0.233  0.566
H8 2.434 -0.395 -0.515  0.469
H9 2.753 -0.428 1.217  0.322
H10 1.486 1.928 0.060  -0.055
S2 -2.495 2.497 -2.346  -0.266
H11 -2.982 2.844 -1.106  0.119
H12 -3.147 3.401 -2.963  0.108

---

ORCA calculation (ωB97M-V/def2-TZVPD) on a structure of composition C4H13ClN2Si.

Calculated values
- Charge: 0
- Energy relative to the best compared isomer or geometry (same formula, charge and spin): 36.24 kcal per mole
- Calculated total energy: -1019.4048 Eh
- E_HOMO: -9.069 eV
- F_max: 0.076 hartree/bohr
- Kohn-Sham gap: 9.63 eV

Last column: Mulliken charge in e.
Element x y z (Å)
C1 1.676 -0.131 -1.530  -1.101
C2 -1.893 -0.706 -0.035  -0.895
C3 0.880 -1.710 1.211  -1.056
C4 0.707 0.714 -0.811  0.647
N1 0.357 1.819 -1.313  -0.419
N2 -0.398 0.788 1.904  -0.349
Si1 -0.163 -0.261 0.630  -0.024
Cl1 -1.794 2.623 0.149  -0.588
H1 2.027 0.191 -2.614  0.391
H2 2.566 0.049 -0.986  0.350
H3 1.330 -1.190 -1.611  0.208
H4 -2.716 -0.920 0.686  0.311
H5 -2.217 0.157 -0.572  0.359
H6 -1.872 -1.546 -0.804  0.274
H7 1.447 -1.486 2.074  0.314
H8 0.028 -2.491 1.458  0.246
H9 1.362 -2.255 0.425  0.372
H10 -0.585 2.441 -0.604  0.424
H11 0.790 1.878 -2.167  0.166
H12 -1.046 1.567 1.639  0.149
H13 -0.486 0.466 2.869  0.223

---

ORCA calculation (ωB97M-V/def2-TZVPD) on the molecule C4H13ClO6P2SSi.

Calculated values
- Charge: 0
- Energy relative to the best compared isomer or geometry (same formula, charge and spin): 8.36 kcal per mole
- Calculated total energy: -2442.2957 Eh
- SMILES string: O=[PH2][Si@H](CCCCS(=O)(=O)Cl)P(=O)(O)O
- E_HOMO: -9.980 eV
- F_max: 0.034 hartree/bohr
- Kohn-Sham gap: 10.09 eV

Last column: Mulliken charge in e.
Element x y z (Å)
O1 -0.444 -2.890 0.563  -0.609
P1 -1.328 -2.558 -0.578  0.355
Si1 -1.303 -0.338 -0.953  0.231
C1 -0.742 0.547 0.608  -0.782
C2 0.787 0.825 0.478  -0.749
C3 1.497 0.692 1.837  -0.508
C4 2.878 0.009 1.823  -0.815
S1 3.896 0.175 0.362  1.069
O2 3.418 -0.665 -0.667  -0.519
O3 5.220 -0.077 0.775  -0.557
Cl1 3.715 2.102 -0.271  -0.203
P2 -3.377 0.210 -1.631  0.779
O4 -4.137 -1.024 -1.791  -0.634
O5 -3.341 1.041 -3.004  -0.505
O6 -4.033 1.162 -0.536  -0.459
H1 -0.923 -3.176 -1.778  0.085
H2 -2.675 -2.910 -0.391  0.107
H3 -0.345 -0.021 -2.038  -0.150
H4 -1.281 1.480 0.706  0.505
H5 -0.933 -0.102 1.452  0.442
H6 0.860 1.852 0.160  0.418
H7 1.190 0.152 -0.260  0.360
H8 0.870 0.063 2.451  0.360
H9 1.587 1.663 2.302  0.315
H10 2.813 -1.054 2.007  0.414
H11 3.482 0.432 2.613  0.399
H12 -2.438 0.985 -3.366  0.331
H13 -4.914 1.425 -0.873  0.318

---

ORCA calculation (ωB97M-V/def2-TZVPD) on a structure of composition C4H13InOP.

Calculated values
- Charge: -1
- Calculated total energy: -766.8327 Eh
- E_HOMO: -4.387 eV
- F_max: 0.078 hartree/bohr
- Kohn-Sham gap: 7.65 eV

Last column: Mulliken charge in e.
Element x y z (Å)
C1 -0.996 -1.671 0.020  -0.954
C2 -0.011 -0.605 -0.810  0.427
C3 0.219 -1.019 -2.380  -1.128
C4 1.376 -0.499 0.076  -0.940
In1 0.846 0.857 1.869  0.596
P1 -0.817 2.693 1.166  0.207
O1 -2.181 2.050 0.642  -0.705
H1 -2.131 -1.439 -0.183  0.255
H2 -0.676 -2.744 -0.366  0.269
H3 -0.786 -1.621 1.191  0.211
H4 -0.528 0.467 -0.731  0.082
H5 0.781 -0.109 -2.902  0.295
H6 0.805 -2.045 -2.511  0.258
H7 -0.867 -1.090 -2.869  0.278
H8 1.674 -1.536 0.547  0.212
H9 2.303 -0.106 -0.520  0.271
H10 -0.022 -0.206 3.027  -0.314
H11 2.311 1.661 2.527  -0.340
H12 -1.089 3.640 2.223  0.017
H13 -0.211 3.321 -0.015  0.003

---

ORCA calculation (ωB97M-V/def2-TZVPD) on a cluster of 2 separate species, C4H13N in total.

Calculated values
- Charge: 0
- Energy relative to the best compared isomer or geometry (same formula, charge and spin): 59.26 kcal per mole
- Calculated total energy: -214.8388 Eh
- SMILES string: CCN.CC
- E_HOMO: -9.063 eV
- F_max: 0.107 hartree/bohr
- Kohn-Sham gap: 10.15 eV

Last column: Mulliken charge in e.
Element x y z (Å)
C1 1.206 3.159 1.164  -0.928
C2 2.489 3.578 0.544  -0.250
N1 3.100 2.814 -0.593  -0.562
H1 1.559 2.187 1.713  0.221
H2 0.475 2.802 0.455  0.299
H3 0.553 3.688 2.010  0.276
H4 3.021 3.611 1.514  0.208
H5 2.706 4.758 0.465  0.271
H6 2.758 1.844 -0.627  0.236
H7 4.109 2.841 -0.439  0.228
C3 -2.302 -4.167 -0.124  -0.742
C4 -3.064 -3.757 -1.465  -0.729
H8 -2.700 -3.663 0.826  0.247
H9 -2.721 -5.164 0.165  0.227
H10 -1.245 -4.166 -0.139  0.285
H11 -3.977 -2.899 -1.320  0.208
H12 -3.522 -4.529 -2.072  0.286
H13 -2.443 -2.936 -2.077  0.218

---

ORCA calculation (ωB97M-V/def2-TZVPD) on the ion C4H13N2 with charge +1.

Calculated values
- Charge: +1
- Energy relative to the best compared isomer or geometry (same formula, charge and spin): 44.90 kcal per mole
- Calculated total energy: -269.4291 Eh
- SMILES string: C[N+](C)(C)CN
- E_HOMO: -14.790 eV
- F_max: 0.056 hartree/bohr
- Kohn-Sham gap: 11.91 eV

Last column: Mulliken charge in e.
Element x y z (Å)
C1 0.031 1.407 0.584  -1.070
N1 -0.289 0.208 -0.259  -0.106
C2 -1.774 -0.071 -0.162  -1.055
C3 0.059 0.498 -1.673  -0.899
C4 0.315 -1.090 0.727  -0.451
N2 1.696 -1.083 0.899  -0.449
H1 0.059 1.139 1.637  0.373
H2 -0.733 2.179 0.477  0.413
H3 1.017 1.774 0.302  0.487
H4 -2.003 -1.087 -0.482  0.379
H5 -2.079 0.090 0.867  0.463
H6 -2.246 0.601 -0.871  0.432
H7 -0.538 -0.096 -2.358  0.385
H8 1.106 0.226 -1.812  0.357
H9 -0.086 1.557 -1.873  0.355
H10 -0.328 -0.892 1.573  0.423
H11 -0.103 -1.863 0.089  0.367
H12 2.135 -1.743 0.269  0.320
H13 2.125 -0.184 0.724  0.277

---

ORCA calculation (ωB97M-V/def2-TZVPD) on the ion C4H13N2 with charge +1.

Calculated values
- Charge: +1
- Energy relative to the best compared isomer or geometry (same formula, charge and spin): 42.78 kcal per mole
- Calculated total energy: -269.4325 Eh
- SMILES string: CNC[C@@H](C)[NH3+]
- E_HOMO: -12.618 eV
- F_max: 0.046 hartree/bohr
- Kohn-Sham gap: 9.03 eV

Last column: Mulliken charge in e.
Element x y z (Å)
C1 0.759 2.120 0.887  -0.740
N1 0.849 1.455 -0.419  -0.282
C2 0.844 -0.016 -0.463  -0.991
C3 -0.432 -0.642 0.215  0.172
C4 -1.883 -0.453 -0.398  -1.254
N2 -0.099 -2.156 0.057  -0.375
H1 1.774 2.325 1.229  0.330
H2 0.152 3.077 0.967  0.246
H3 0.316 1.414 1.611  0.224
H4 1.643 1.866 -0.920  0.274
H5 1.668 -0.543 -0.002  0.421
H6 0.920 -0.260 -1.500  0.454
H7 -0.445 -0.461 1.313  0.445
H8 -2.297 -1.317 -0.939  0.415
H9 -1.902 0.429 -1.072  0.344
H10 -2.556 -0.162 0.422  0.286
H11 0.666 -2.462 0.626  0.341
H12 -0.923 -2.723 0.290  0.353
H13 0.002 -2.324 -0.930  0.336

---

ORCA calculation (ωB97M-V/def2-TZVPD) on a cluster of 2 separate species, C4H13N2 in total.

Calculated values
- Charge: +1
- Energy relative to the best compared isomer or geometry (same formula, charge and spin): 145.56 kcal per mole
- Calculated total energy: -269.2687 Eh
- E_HOMO: -14.045 eV
- F_max: 0.095 hartree/bohr
- Kohn-Sham gap: 9.47 eV

Last column: Mulliken charge in e.
Element x y z (Å)
C1 -0.461 -1.270 2.239  -0.449
C2 0.037 -1.064 -1.031  -0.672
C3 1.171 1.186 -1.221  -0.927
C4 -0.997 0.978 -0.304  -0.820
N1 0.826 0.007 0.909  -1.038
N2 0.266 0.299 -0.338  0.596
H1 0.201 -1.374 3.050  0.290
H2 -1.309 -0.524 2.231  0.276
H3 -0.725 -2.120 1.579  0.314
H4 0.468 -1.747 -0.257  0.341
H5 -1.025 -1.338 -1.079  0.325
H6 0.628 -1.142 -1.946  0.290
H7 1.355 2.120 -0.839  0.364
H8 2.174 0.876 -1.378  0.345
H9 0.596 0.973 -2.102  0.465
H10 -1.622 0.143 0.062  0.402
H11 -0.856 1.898 0.213  0.377
H12 -1.590 1.259 -1.221  0.263
H13 0.863 0.838 1.433  0.257